[1]
{
  "formula": "H14O7",
  "method": "the ωB97M-V functional and the def2-TZVPD basis",
  "lumo_energy_ha": -0.015,
  "de_lowest_kj_mol": 310.8,
  "homo_lumo_gap_ev": 10.1,
  "e_tot_ev": -14558.2403,
  "fmax_ev_per_a": 6.04,
  "charge": 0,
  "smiles": "O.O.O.O.O.O.O",
  "mol_weight_g_mol": 126.10,
  "species": ["O", "H", "H", "O", "H", "H", "O", "H", "H", "O", "H", "H", "O", "H", "H", "O", "H", "H", "O", "H", "H"],
  "positions_angstrom": [[-1.1479, 2.0953, -1.9193], [-1.6059, 1.2123, -1.9043], [-0.7839, 2.3793, -1.0283], [-0.5039, -0.1157, 0.8387], [-0.4349, 0.8023, 0.8527], [0.4051, -0.3257, 0.7557], [-1.5019, -2.7517, 1.7207], [-1.3119, -1.6817, 1.5507], [-2.2529, -2.9397, 1.1657], [0.2221, 2.5753, 1.2267], [0.4181, 2.1033, 2.0957], [1.1511, 2.6973, 1.0197], [1.6911, -0.3857, -1.6023], [1.3491, 0.5043, -1.6143], [2.6881, -0.1927, -1.7113], [1.9611, -1.4217, 0.8917], [1.9621, -1.0297, 0.0507], [2.8651, -1.2597, 1.3777], [-2.1049, -0.4737, -1.2583], [-1.4549, -0.4927, -0.5183], [-1.6109, -1.2987, -1.9893]],
  "atomic_forces_ev_per_a": [[0.71, 0.28, 0.84], [0.58, 0.81, 0.84], [-1.15, -1.04, -1.52], [-1.23, -1.72, 0.19], [-0.59, 3.00, 0.07], [1.73, -1.41, 0.18], [1.18, 4.20, -0.26], [-0.77, -4.22, 0.64], [-0.45, 0.00, -0.33], [0.96, -1.25, 2.07], [-1.15, 0.84, -1.10], [0.29, 0.57, -0.85], [2.93, 0.34, -0.19], [-0.79, 0.63, -0.20], [-2.21, -0.72, 0.01], [2.41, -0.58, 4.10], [0.56, 0.81, -2.31], [-2.76, -0.38, -1.76], [2.44, -4.14, -3.66], [-0.28, 0.02, -0.26], [-2.42, 3.98, 3.53]],
  "lowdin_charge": [-0.117, 0.005, 0.028, -0.021, -0.015, -0.001, -0.136, 0.095, -0.002, -0.055, 0.101, 0.051, -0.058, 0.033, 0.116, -0.070, -0.069, 0.122, -0.188, -0.040, 0.221]
}


[2]
{
  "formula": "C7H10N3",
  "method": "the ωB97M-V functional and the def2-TZVPD basis",
  "lumo_energy_ha": -0.191,
  "de_lowest_kj_mol": 464.1,
  "homo_lumo_gap_ev": 6.7,
  "e_tot_ev": -11880.2034,
  "fmax_ev_per_a": 3.80,
  "charge": 1,
  "mol_weight_g_mol": 136.18,
  "species": ["C", "C", "C", "C", "C", "C", "C", "N", "N", "N", "H", "H", "H", "H", "H", "H", "H", "H", "H", "H"],
  "positions_angstrom": [[0.4444, 1.1055, 2.4941], [-1.0354, -0.3793, -0.4416], [-0.8696, 1.2333, 2.6913], [1.7950, 0.7699, 0.4528], [0.6846, 0.7655, 1.1386], [-0.6784, 0.3517, 0.6480], [-0.0347, -1.1646, -1.3322], [-1.5002, 0.7324, 1.6221], [-0.7102, -1.6330, -2.4557], [1.2511, -0.3573, -1.6269], [1.1123, 1.6285, 3.1594], [-2.0225, -0.7150, -0.5287], [-1.4105, 1.7010, 3.4390], [2.7796, 1.0827, 0.0772], [0.3352, -1.8941, -0.6645], [-2.4840, 0.6120, 1.4106], [-0.9745, -0.7958, -2.9557], [-0.1276, -2.3211, -3.0633], [1.2422, 0.0249, -2.5862], [2.2033, -0.7472, -1.4783]],
  "atomic_forces_ev_per_a": [[1.66, 2.11, 1.88], [2.91, 0.70, 0.84], [0.05, -0.91, -1.41], [0.39, -0.49, -1.91], [-0.02, -0.97, -0.98], [1.61, -1.68, -3.01], [1.13, 2.02, 1.29], [-3.73, 0.27, -0.15], [1.26, -1.62, -1.73], [0.39, 0.95, 0.92], [0.45, -0.36, -0.14], [-1.41, -0.30, -0.24], [-0.73, 0.53, 1.61], [-0.92, -0.23, 0.50], [0.25, -1.51, 0.42], [0.07, 0.33, 0.90], [-0.37, -0.34, -0.81], [-1.45, 1.81, 1.35], [-0.14, 0.19, 0.81], [-1.39, -0.51, -0.12]],
  "lowdin_charge": [-0.030, 0.081, -0.024, 0.345, -0.208, -0.204, -0.426, 0.065, 0.055, 0.100, 0.127, 0.107, 0.132, 0.106, 0.134, 0.184, 0.089, 0.152, 0.110, 0.106]
}


[3]
{
  "formula": "C30H25Cl5N5O5RuS",
  "method": "the ωB97M-V functional and the def2-TZVPD basis",
  "multiplicity": 2,
  "lumo_energy_ha": [0.127, 0.127],
  "de_lowest_kj_mol": 57.0,
  "homo_lumo_gap_ev": [2.9, 4.8],
  "e_tot_ev": -125234.3768,
  "fmax_ev_per_a": 1.21,
  "charge": -2,
  "mol_weight_g_mol": 845.96,
  "species": ["Ru", "N", "C", "C", "O", "N", "C", "C", "O", "O", "H", "H", "H", "H", "H", "H", "Cl", "C", "C", "C", "Cl", "C", "C", "C", "C", "N", "C", "C", "O", "H", "H", "H", "H", "Cl", "C", "C", "C", "C", "C", "C", "N", "C", "C", "N", "C", "O", "C", "C", "C", "Cl", "S", "C", "C", "C", "Cl", "C", "H", "H", "H", "H", "H", "H", "H", "H", "H", "H", "H", "H", "H", "C", "H", "H"],
  "positions_angstrom": [[-2.3969, -0.2307, 0.0988], [-0.1482, -0.9067, 1.7948], [-0.2559, 0.0485, 2.8803], [-1.0430, 1.3167, 2.5185], [-0.7969, 2.3158, 3.2335], [-1.8488, 1.2669, 1.4707], [-2.2808, 2.5443, 0.9311], [-1.9387, 2.5849, -0.5580], [-1.7450, 3.6740, -1.1206], [-1.8414, 1.4447, -1.1354], [0.0463, -1.8545, 2.0842], [0.5172, -0.6168, 1.0929], [0.7101, 0.4312, 3.2398], [-0.7348, -0.4294, 3.7374], [-1.7997, 3.3788, 1.4405], [-3.3679, 2.6668, 1.0309], [-3.2467, -4.0010, -3.2990], [-3.4968, -3.9945, -1.5618], [-4.0271, -5.1238, -0.9561], [-4.2137, -5.1431, 0.4092], [-4.8989, -6.5981, 1.1366], [-3.8680, -4.0536, 1.2357], [-4.0135, -4.0043, 2.6501], [-3.6553, -2.8157, 3.2968], [-3.1226, -1.7550, 2.6015], [-2.9002, -1.7987, 1.2614], [-3.3288, -2.9219, 0.5817], [-3.1460, -2.8430, -0.8331], [-2.6318, -1.7761, -1.3508], [-4.2957, -5.9820, -1.5572], [-4.4372, -4.8414, 3.1849], [-3.7958, -2.7094, 4.3671], [-2.8709, -0.8221, 3.0857], [0.7112, 5.6897, 1.5688], [1.4206, 4.5912, 0.4327], [2.0987, 3.4711, 0.8800], [2.7404, 2.6600, -0.0423], [2.7075, 2.9227, -1.4075], [3.4155, 2.0541, -2.4366], [2.4717, 1.1479, -3.2248], [1.6690, 0.2088, -2.4685], [1.5299, -1.1386, -2.7524], [0.5273, -1.5900, -1.9418], [0.0302, -0.5497, -1.2012], [0.7143, 0.5038, -1.5473], [4.6067, 1.4348, -1.9450], [4.6614, 0.0435, -1.6293], [4.4404, -0.2747, -0.1800], [5.3128, 0.0378, 0.8176], [6.8354, 0.8189, 0.6329], [4.7428, -0.4002, 2.3693], [3.3053, -1.0425, 1.6975], [3.2769, -0.9188, 0.3449], [1.9832, 4.0415, -1.8088], [1.8861, 4.4853, -3.5024], [1.3314, 4.8739, -0.9173], [2.1180, 3.2364, 1.9357], [3.2887, 1.8057, 0.3147], [3.7872, 2.7514, -3.1937], [3.0562, 0.5760, -3.9474], [1.8139, 1.7993, -3.8040], [2.1193, -1.6166, -3.5176], [0.0814, -2.5696, -1.8827], [0.4959, 1.5037, -1.2128], [5.6699, -0.2666, -1.9123], [3.9596, -0.5365, -2.2250], [2.5378, -1.4470, 2.3381], [2.4490, -1.2387, -0.2750], [0.7618, 5.7198, -1.2695], [-4.1711, 0.2213, -0.0033], [-4.7200, 0.0593, -0.9378], [-4.7926, 0.4809, 0.8624]],
  "atomic_forces_ev_per_a": [[-1.08, 0.39, -0.40], [0.27, 0.01, 0.05], [-0.02, -0.04, -0.02], [0.16, 0.04, 0.04], [0.00, 0.02, -0.04], [-0.11, -0.16, -0.08], [0.05, 0.09, 0.10], [0.10, 0.07, -0.18], [0.01, -0.05, 0.09], [0.00, -0.01, 0.02], [-0.10, -0.01, 0.06], [-0.09, 0.00, -0.07], [0.00, -0.02, 0.03], [-0.05, -0.02, -0.02], [0.00, 0.03, -0.01], [0.01, -0.02, -0.03], [-0.01, 0.00, 0.04], [0.02, 0.05, -0.05], [-0.01, -0.04, -0.03], [-0.01, 0.01, 0.05], [0.01, 0.03, -0.02], [-0.01, -0.07, 0.02], [-0.02, -0.08, -0.08], [0.07, 0.14, 0.06], [-0.04, -0.07, 0.02], [0.01, -0.20, 0.26], [0.10, 0.06, -0.16], [0.02, -0.17, 0.14], [-0.03, 0.32, 0.01], [0.00, 0.00, 0.00], [0.01, 0.00, 0.01], [-0.01, 0.00, 0.00], [0.00, 0.01, 0.00], [-0.09, -0.07, 0.01], [-0.01, 0.02, -0.05], [0.02, -0.01, 0.03], [-0.01, 0.08, -0.01], [0.06, -0.08, -0.01], [0.14, 0.11, -0.04], [-0.09, -0.01, -0.12], [-0.08, -0.07, -0.15], [-0.01, -0.05, 0.06], [-0.07, 0.10, -0.12], [0.24, -0.34, 0.19], [-0.09, 0.20, 0.04], [-0.16, -0.04, 0.17], [0.04, 0.05, -0.11], [-0.07, -0.03, 0.00], [0.03, 0.04, -0.08], [0.01, -0.01, -0.01], [0.02, 0.02, 0.08], [-0.08, -0.05, -0.04], [0.05, 0.16, 0.03], [-0.03, 0.08, -0.07], [-0.01, -0.01, 0.03], [0.02, -0.04, 0.04], [-0.03, 0.00, -0.01], [0.07, -0.14, 0.03], [0.05, -0.05, 0.02], [0.04, -0.02, 0.02], [0.00, 0.00, 0.05], [0.02, -0.02, 0.04], [0.03, -0.01, 0.00], [0.05, -0.01, 0.02], [0.02, 0.04, 0.00], [0.02, 0.00, 0.00], [-0.01, 0.01, 0.00], [0.00, -0.03, 0.02], [-0.02, -0.01, -0.01], [0.68, -0.40, 0.18], [-0.02, 0.11, -0.03], [-0.01, 0.13, -0.02]],
  "lowdin_charge": [1.236, -0.006, -0.214, -0.571, -0.082, -0.075, -0.162, -0.655, -0.039, -0.184, 0.071, 0.024, 0.091, 0.099, 0.093, 0.106, 0.588, -0.609, -0.192, -0.627, 0.566, -0.216, -0.108, -0.129, -0.178, -0.109, -0.157, -0.423, -0.211, 0.083, 0.051, 0.080, 0.083, 0.681, -0.652, -0.069, -0.003, -0.188, -0.276, -0.085, -0.068, -0.092, -0.124, 0.043, -0.142, -0.088, -0.156, -0.327, -0.994, 0.641, 0.990, -0.403, -0.128, -0.560, 0.702, -0.133, 0.113, 0.099, 0.120, 0.132, 0.110, 0.108, 0.106, 0.129, 0.122, 0.099, 0.059, 0.090, 0.107, -0.163, -0.010, -0.015]
}